70
Properties=species:S:1:pos:R:3:lowdin_charge:R:1 method="wB97M-V/def2-TZVPD" gap_ev=8.65 smiles="CCCCN(CC)CCNC(=O)Cn1cc2c(n1)-c1c(oc(C(=O)N3CCCC3)c1C)CC2" total_energy_ha=-1474.358109 e_above_lowest_kj_mol=14.1
C -4.527 2.707 1.126 -0.11
C -4.311 3.315 -0.254 -0.26
C -4.094 2.263 -1.342 -0.20
C -2.742 1.555 -1.228 -0.21
N -1.621 2.476 -1.177 -0.18
C -0.418 1.870 -0.631 -0.25
C -0.470 1.768 0.892 -0.06
C -1.408 3.257 -2.373 -0.17
C -1.058 2.505 -3.680 -0.14
N 0.269 1.936 -3.689 0.07
C 1.329 2.596 -4.175 -0.48
O 1.293 3.681 -4.715 0.06
C 2.649 1.804 -4.031 -0.03
N 2.806 1.244 -2.722 -0.15
C 3.600 1.686 -1.719 0.01
C 3.348 0.895 -0.624 -0.15
C 2.351 -0.006 -1.068 -0.20
N 2.037 0.221 -2.334 0.13
C 1.839 -0.985 -0.150 -0.06
C 2.499 -1.145 1.044 -0.19
O 1.894 -2.072 1.798 0.09
C 0.810 -2.520 1.091 -0.10
C -0.103 -3.544 1.609 -0.39
O -1.129 -3.830 1.001 0.06
N 0.206 -4.171 2.766 -0.04
C 1.363 -3.999 3.619 -0.15
C 1.232 -5.114 4.657 -0.16
C -0.278 -5.313 4.757 -0.17
C -0.721 -5.151 3.308 -0.14
C 0.733 -1.876 -0.128 -0.12
C -0.272 -2.054 -1.203 -0.01
C 3.763 -0.461 1.441 -0.08
C 3.844 0.930 0.785 -0.12
H -4.744 3.487 1.852 0.07
H -5.364 2.011 1.112 0.07
H -3.640 2.175 1.457 0.06
H -5.185 3.915 -0.518 0.10
H -3.442 3.973 -0.227 0.10
H -4.878 1.505 -1.280 0.11
H -4.179 2.737 -2.322 0.10
H -2.649 0.829 -2.056 0.11
H -2.732 0.982 -0.301 0.10
H -0.236 0.868 -1.048 0.09
H 0.429 2.506 -0.898 0.12
H -1.205 1.037 1.220 0.06
H -0.722 2.734 1.321 0.08
H 0.502 1.454 1.266 0.06
H -2.317 3.832 -2.564 0.11
H -0.605 3.971 -2.169 0.13
H -1.099 3.225 -4.501 0.12
H -1.780 1.709 -3.866 0.11
H 0.439 1.063 -3.199 0.10
H 2.636 0.996 -4.769 0.14
H 3.480 2.477 -4.245 0.13
H 4.273 2.507 -1.861 0.13
H 2.290 -4.076 3.047 0.12
H 1.338 -3.013 4.099 0.13
H 1.690 -4.846 5.607 0.11
H 1.703 -6.026 4.288 0.11
H -0.551 -6.282 5.168 0.11
H -0.720 -4.531 5.376 0.11
H -1.745 -4.789 3.193 0.12
H -0.631 -6.093 2.754 0.13
H 0.165 -1.781 -2.162 0.08
H -0.624 -3.082 -1.218 0.08
H -1.137 -1.419 -1.014 0.08
H 4.609 -1.072 1.104 0.13
H 3.827 -0.377 2.527 0.12
H 3.219 1.630 1.351 0.12
H 4.870 1.299 0.824 0.12


38
Properties=species:S:1:pos:R:3:lowdin_spin:R:1 method="wB97M-V/def2-TZVPD" gap_ev="6.14 / 6.23" spin_multiplicity=5 total_energy_ha=-1899.982428
C -5.544 0.300 0.534 0.00
C -5.544 1.600 -0.271 0.00
H -5.735 -0.563 -0.109 0.00
H -6.319 0.312 1.305 0.00
H -4.586 0.141 1.029 0.00
H -4.675 1.662 -0.927 0.00
H -6.438 1.679 -0.898 0.00
H -5.528 2.473 0.386 0.00
C 1.066 -2.941 0.311 0.03
C 1.939 -3.985 0.009 0.00
C 3.031 -3.741 -0.829 0.02
C 3.212 -2.462 -1.334 0.00
H 0.202 -3.064 0.955 0.00
H 1.758 -4.972 0.427 0.00
H 3.728 -4.533 -1.084 0.00
H 4.052 -2.237 -1.989 0.00
N 1.239 -1.680 -0.186 0.03
C 2.309 -1.436 -1.004 0.02
C 2.416 -0.073 -1.481 0.03
N 1.436 0.785 -1.051 0.01
C 1.487 2.087 -1.469 0.03
C 3.480 1.697 -2.749 0.02
C 2.485 2.567 -2.310 0.00
H 0.691 2.721 -1.100 0.00
H 2.468 3.612 -2.607 0.00
C 3.440 0.372 -2.329 0.00
H 4.200 -0.334 -2.652 0.00
H 4.275 2.038 -3.405 0.00
Cr 0.012 0.001 0.221 3.79
C -1.017 1.745 0.373 -0.03
H -1.321 2.059 -0.634 0.00
H -0.313 2.483 0.809 0.00
H -1.908 1.693 1.023 0.00
N 0.003 0.047 2.319 0.01
C 0.001 0.367 3.455 0.03
N 0.000 0.681 4.722 0.02
C 0.000 -0.165 5.820 0.00
N 0.000 -0.937 6.720 0.00